[1]
Formula: C12H18N6
Source: the OMol25 dataset
Level of theory: ωB97M-V/def2-TZVPD

The value obtained for the energy above the lowest of the compared OMol25 structures with the same formula, charge and spin is 35.57 kcal/mol. The HOMO-LUMO gap comes out at 11.3 eV. The electronic energy is -21673.3135 eV. The SMILES is CC#N.CC#N.CC#N.CC#N.CC#N.CC#N. The largest force on an atom comes out at 0.076 Eh/bohr.

Geometry as XYZ:
```
36
Properties=species:S:1:pos:R:3:forces:R:3
C 1.92365 1.23274 0.83296 0.07 -0.56 0.59
C 2.27174 0.07514 1.72216 0.28 1.14 -0.28
N 2.56848 -0.78232 2.42833 -0.20 0.17 -0.29
H 0.87138 1.10405 0.57939 0.18 0.11 -0.47
H 2.59837 1.30533 -0.02002 -0.31 -0.56 -0.19
H 2.03030 2.21610 1.29090 -0.03 -0.31 0.66
C 0.61321 -7.40235 2.68581 0.21 1.24 -1.09
C 1.02261 -8.44276 3.56792 0.36 -1.92 2.62
N 1.31373 -9.30350 4.29685 -0.41 1.50 -1.41
H -0.33099 -7.64947 2.20052 0.33 -0.12 -0.35
H 1.46105 -7.23235 2.02219 -0.33 -0.37 -0.76
H 0.50179 -6.38420 3.05870 -0.16 -0.32 0.99
C -4.43957 -1.20392 3.96927 -1.17 -0.35 -0.19
C -5.51450 -1.78124 3.11783 -1.40 -0.45 -1.67
N -6.42175 -2.15125 2.47506 2.27 0.79 1.61
H -3.71522 -0.57903 3.44683 -0.19 -0.28 -0.24
H -3.95069 -2.01310 4.51177 0.03 0.23 0.06
H -5.02755 -0.56926 4.63228 0.46 0.06 0.44
C 1.98956 -2.58462 -4.45503 0.61 -0.55 0.17
C 0.92851 -3.07137 -3.61283 -2.34 0.13 2.03
N 0.09421 -3.39061 -2.86564 1.46 0.35 -1.40
H 2.56658 -1.79597 -3.97214 -0.32 0.15 0.00
H 1.62381 -2.27507 -5.43406 0.22 -0.20 0.06
H 2.64870 -3.45274 -4.45983 0.37 0.12 -0.85
C -2.83990 3.60586 -4.26595 -0.11 -0.40 -0.81
C -3.30733 2.84634 -5.47016 0.49 1.08 0.92
N -3.68443 2.25950 -6.37834 -0.04 -0.15 -0.16
H -3.12760 2.99608 -3.40950 0.18 0.35 0.17
H -3.23677 4.61962 -4.21221 -0.60 -0.29 -0.08
H -1.76698 3.79585 -4.29497 0.08 -0.60 -0.05
C 3.44798 7.68548 0.50993 0.43 0.87 0.43
C 3.24642 7.57341 1.97072 -0.78 -1.19 2.96
N 3.04083 7.43713 3.12579 0.74 0.58 -3.77
H 2.68894 8.36739 0.12654 -0.03 -0.19 -0.15
H 3.50024 6.77162 -0.08188 -0.39 -0.19 0.55
H 4.41117 8.17347 0.36083 0.03 0.12 -0.03
```
Forces are in eV/Å.

Löwdin atomic charge list, values in e, 6 entries: C -0.072; C -0.266; N 0.116; H 0.074; H 0.073; H 0.074

***

[2]
Formula: C47H58AsN10O2PtS2Se
Source: the OMol25 dataset
Level of theory: ωB97M-V/def2-TZVPD

Its net charge is +1. The HOMO-LUMO gap (alpha / beta) comes out at 5.0 / 3.8 eV. The expectation value of S² is 6.069. The electronic energy is -219772.3249 eV. The spin multiplicity is 5. The largest force on an atom comes out at 0.012 Eh/bohr.

Geometry as XYZ:
```
122
Properties=species:S:1:pos:R:3:forces:R:3
Pt 0.21764 -0.66706 1.17361 -0.04 -0.31 0.17
C -0.86193 2.07362 5.89675 -0.03 0.04 -0.06
N -2.04912 2.81306 5.44359 0.20 -0.16 0.16
C -2.78772 3.68039 6.20213 0.00 0.03 0.01
C -3.82453 4.10444 5.43373 -0.01 -0.02 0.02
N -3.71306 3.46709 4.22680 -0.20 0.02 -0.14
C -4.65570 3.57352 3.10767 0.09 -0.02 0.10
C -2.61965 2.67914 4.23619 -0.02 0.02 -0.09
Se -2.06020 1.63937 2.79209 -0.06 -0.01 0.09
H -0.63674 2.38286 6.91244 -0.02 0.03 0.01
H -0.01448 2.28422 5.24953 0.01 0.03 -0.05
H -1.06214 1.00489 5.87838 -0.07 -0.01 0.01
H -2.52147 3.92348 7.21639 -0.02 -0.03 -0.04
H -4.62462 4.79093 5.65139 0.04 -0.03 -0.02
H -5.38490 4.34090 3.34859 0.01 0.01 0.03
H -5.15654 2.61953 2.96009 0.01 -0.02 0.03
H -4.12770 3.83887 2.19527 0.04 0.03 0.01
C -3.39393 1.32148 -2.10985 -0.03 0.04 -0.07
N -3.01269 2.71198 -1.89889 -0.16 0.01 -0.23
C -3.18347 3.65609 -2.99492 -0.01 -0.08 0.15
C -3.46451 5.03314 -2.43060 0.05 -0.04 0.03
C -2.29891 5.41736 -1.54466 0.01 -0.14 0.03
N -2.01817 4.36211 -0.57544 -0.09 -0.03 0.05
C -1.20740 4.75831 0.55706 -0.01 -0.05 -0.09
C -2.36746 3.04287 -0.75194 0.06 0.06 -0.11
O -2.12417 2.17299 0.09298 0.30 0.21 0.28
H -4.33241 1.29531 -2.66352 -0.01 0.01 -0.01
H -3.52395 0.82653 -1.15235 0.00 0.04 -0.05
H -2.63599 0.76649 -2.67023 -0.04 0.02 0.02
H -4.00779 3.30586 -3.61316 -0.03 -0.01 -0.02
H -2.28666 3.68802 -3.62369 0.02 -0.03 -0.08
H -4.38499 4.99906 -1.84413 -0.02 0.04 -0.03
H -3.58773 5.76305 -3.23040 0.00 0.00 0.02
H -2.50966 6.33441 -0.99224 -0.02 0.02 0.02
H -1.41123 5.60516 -2.15961 0.04 0.03 0.01
H -1.70979 5.54253 1.13057 -0.01 -0.01 0.01
H -0.24043 5.14689 0.22320 -0.03 0.02 -0.01
H -1.02792 3.89822 1.19489 -0.02 -0.01 0.01
O 1.93183 1.51570 4.27925 -0.01 -0.24 -0.23
C 1.73866 0.68058 3.45010 -0.14 0.20 0.12
N 1.56840 -0.16229 2.62795 0.14 0.08 0.06
N -2.37730 -4.13807 6.72288 -0.04 -0.02 0.03
C -3.08662 -3.37141 5.82665 0.03 0.10 -0.02
S -4.73003 -3.13621 6.07863 0.07 0.06 -0.04
C -2.34687 -2.77617 4.76187 0.07 -0.07 0.01
C -2.97733 -2.02095 3.72986 0.00 -0.03 0.13
C -2.25949 -1.48204 2.71493 0.21 0.05 -0.03
N -0.88406 -1.59087 2.61133 -0.13 -0.10 -0.10
C -0.25922 -2.31024 3.59446 -0.10 0.08 -0.01
C -0.92417 -2.88975 4.62870 -0.12 0.01 0.07
H -2.95464 -4.65623 7.36414 0.01 -0.02 0.02
H -1.54890 -4.61440 6.40658 -0.03 -0.02 -0.01
H -4.05057 -1.89224 3.75862 0.01 -0.01 -0.02
H -2.75528 -0.93151 1.93132 0.01 -0.11 -0.12
H 0.81518 -2.38017 3.52591 0.02 0.01 -0.04
H -0.33035 -3.40299 5.37338 0.02 0.01 -0.06
C 0.18105 -1.57183 -7.03332 -0.02 0.03 0.07
C 0.51067 -1.50114 -5.56724 0.02 -0.01 -0.05
C 1.10874 -2.56723 -4.91148 -0.04 -0.02 -0.10
C 1.43660 -2.50171 -3.56563 0.06 -0.06 0.06
C 2.10143 -3.70076 -2.92749 0.05 0.13 -0.03
C 1.18134 -1.30926 -2.86847 -0.19 -0.13 0.01
As 1.70931 -1.42485 -1.02174 0.12 0.47 0.29
N 1.42114 0.19471 -0.17232 0.20 0.54 -0.20
C 2.02312 1.39668 -0.12933 -0.12 -0.22 -0.02
C 1.52950 2.37999 0.76963 0.03 -0.04 0.01
C 2.14429 3.60542 0.86113 0.05 0.01 -0.01
C 3.24571 3.90332 0.05735 -0.01 -0.01 -0.01
C 3.71550 2.96555 -0.86688 -0.01 -0.01 0.00
C 3.11509 1.73403 -0.96965 -0.01 0.03 0.05
C 3.63423 -1.73223 -0.81978 -0.09 -0.02 0.10
C 3.98961 -2.34544 0.39221 -0.06 -0.07 0.02
C 2.99982 -2.95276 1.35972 0.09 0.07 -0.06
C 5.33830 -2.41795 0.72655 0.04 -0.02 0.00
C 6.33045 -1.94186 -0.11487 0.03 0.00 0.01
C 7.78434 -2.00687 0.27125 -0.08 -0.02 -0.04
C 5.94724 -1.42301 -1.34744 0.04 0.00 -0.03
C 4.61831 -1.30768 -1.73331 0.00 0.08 -0.01
C 4.37008 -0.76183 -3.12379 0.01 -0.05 0.11
C 0.53023 -0.22363 -3.48626 0.07 -0.01 -0.04
C 0.19356 1.08829 -2.82370 0.06 -0.05 0.01
C 0.22185 -0.35489 -4.83339 -0.03 -0.01 -0.02
H 0.43570 -2.54346 -7.45317 -0.01 0.01 0.01
H 0.73155 -0.80753 -7.58463 0.00 -0.01 0.00
H -0.88191 -1.39093 -7.20291 0.02 -0.01 0.01
H 1.32260 -3.47941 -5.45816 -0.01 0.02 0.01
H 1.90192 -4.59782 -3.51071 -0.03 0.00 0.00
H 1.74539 -3.88312 -1.91170 0.02 -0.01 -0.04
H 3.18473 -3.56994 -2.87498 0.00 -0.01 -0.03
H 0.65989 2.14114 1.36591 0.00 -0.03 0.03
H 1.77333 4.33950 1.56474 0.02 -0.01 -0.01
H 3.73332 4.86619 0.14301 -0.01 -0.03 0.00
H 4.55800 3.20525 -1.50329 -0.02 0.01 0.03
H 3.47874 1.00999 -1.67901 0.02 -0.06 -0.02
H 2.07961 -3.28609 0.87882 -0.05 0.00 -0.01
H 2.73319 -2.23394 2.13464 -0.03 0.03 0.01
H 3.45107 -3.81719 1.84522 0.02 -0.01 -0.01
H 5.61250 -2.86693 1.67548 0.00 0.01 -0.03
H 7.90273 -2.24838 1.32651 -0.01 0.00 -0.02
H 8.27879 -1.05403 0.07796 -0.01 -0.02 0.01
H 8.30485 -2.76996 -0.31156 -0.02 0.02 0.01
H 6.71302 -1.09060 -2.04263 -0.02 0.00 0.04
H 5.10569 0.00938 -3.35559 0.00 -0.02 0.01
H 3.37944 -0.34303 -3.26872 -0.04 0.00 -0.02
H 4.49403 -1.55534 -3.86524 -0.05 0.00 0.01
H -0.26463 0.95356 -1.84619 -0.02 -0.01 0.03
H -0.50845 1.63977 -3.44928 0.03 -0.01 -0.01
H 1.08629 1.70782 -2.70702 -0.01 0.00 0.01
H -0.26892 0.47636 -5.32957 0.02 -0.02 0.00
C -3.43924 -4.29386 -3.54092 0.02 0.04 0.04
C -2.38570 -4.06779 -2.49908 -0.08 0.14 -0.02
C -1.52150 -5.07781 -2.08707 0.00 -0.09 -0.03
C -0.56653 -4.73180 -1.15834 0.03 0.00 0.09
N -0.46041 -3.50684 -0.64152 -0.10 0.11 0.06
C -1.37489 -2.61828 -1.04943 -0.04 -0.24 0.04
S -1.45115 -0.98996 -0.39211 0.13 -0.08 -0.27
N -2.31361 -2.84555 -1.97463 0.02 -0.05 0.04
H -3.45015 -5.32454 -3.89147 0.01 0.03 0.01
H -3.26455 -3.62721 -4.38700 0.00 -0.02 0.01
H -4.41656 -4.04288 -3.12824 0.00 -0.01 -0.01
H -1.59291 -6.08337 -2.47947 0.01 0.05 0.01
H 0.15614 -5.46216 -0.80469 -0.01 0.02 -0.01
```
Forces are in eV/Å.

Löwdin atomic charge list, values in e, 6 entries: Pt 0.913; C 0.018; N -0.097; C -0.005; C -0.008; N -0.111

***

> Which formula does entry 1 have?

C12H18N6

***

> Among the records above, which one has the lowest largest force on an atom?

C47H58AsN10O2PtS2Se

***

> Which of these has the highest largest force on an atom?

C12H18N6